# 1
242
Properties=species:S:1:pos:R:3:lowdin_charge:R:1 method="wB97M-V/def2-TZVPD" spin_multiplicity=1 homo_lumo_gap_ev=6.39 charge=0
C 9.404 8.133 4.547 -0.074
C 8.061 8.188 4.609 -0.085
C 7.277 7.514 3.703 -0.016
C 7.806 6.674 2.751 -0.065
C 9.247 6.547 2.728 -0.062
C 10.073 7.274 3.604 0.030
C 9.896 5.691 1.671 -0.282
O 11.114 5.652 1.493 0.089
C 9.034 4.958 0.739 -0.084
C 9.546 3.991 -0.156 0.010
C 8.683 3.313 -1.002 -0.057
C 7.319 3.242 -0.753 -0.063
C 6.799 4.165 0.106 -0.015
C 7.640 4.956 0.930 -0.066
C 6.874 5.841 1.871 -0.251
O 5.653 5.845 2.060 0.086
H 10.020 8.666 5.256 0.105
H 7.837 8.942 5.350 0.112
H 6.217 7.678 3.579 0.120
H 11.149 7.299 3.702 0.115
H 10.622 3.911 -0.201 0.118
H 9.176 2.602 -1.649 0.105
H 6.642 2.549 -1.231 0.112
H 5.765 3.971 0.353 0.118
C 6.477 -7.344 0.254 -0.043
C 5.342 -8.126 0.161 -0.060
C 5.202 -9.384 -0.577 0.023
C 6.286 -9.820 -1.336 -0.091
C 7.550 -9.094 -1.200 -0.059
C 7.623 -7.877 -0.468 0.020
C 8.800 -9.739 -1.761 -0.269
O 9.917 -9.201 -1.684 0.059
C 8.695 -11.101 -2.399 -0.060
C 9.946 -11.668 -2.895 0.021
C 9.890 -13.002 -3.375 -0.058
C 8.690 -13.718 -3.264 -0.073
C 7.512 -13.101 -2.882 -0.026
C 7.423 -11.759 -2.482 -0.053
C 6.106 -11.054 -2.123 -0.293
O 5.028 -11.519 -2.423 0.115
H 6.480 -6.339 0.650 0.102
H 4.432 -7.823 0.657 0.094
H 4.234 -9.861 -0.624 0.113
H 8.612 -7.451 -0.386 0.106
H 10.862 -11.099 -2.952 0.108
H 10.852 -13.315 -3.752 0.100
H 8.756 -14.782 -3.436 0.104
H 6.695 -13.782 -2.693 0.117
C -0.577 3.122 10.299 -0.072
C 0.504 2.623 11.060 -0.020
C 0.806 3.321 12.271 0.007
C 0.212 4.548 12.570 -0.076
C -0.780 5.015 11.734 -0.106
C -1.152 4.307 10.605 -0.023
C -1.534 6.190 12.259 -0.239
O -2.621 6.626 11.836 0.085
C -0.740 7.191 13.025 -0.074
C -1.104 8.552 12.998 -0.023
C -0.600 9.428 13.880 -0.074
C 0.396 9.054 14.834 -0.030
C 0.849 7.683 14.831 0.029
C 0.296 6.762 13.883 -0.099
C 0.790 5.411 13.726 -0.217
O 1.702 4.975 14.508 0.053
H -0.764 2.667 9.338 0.108
H 0.988 1.699 10.782 0.102
H 1.539 2.849 12.908 0.112
H -1.857 4.736 9.909 0.126
H -1.888 8.871 12.327 0.121
H -0.932 10.448 14.002 0.105
H 0.691 9.638 15.693 0.096
H 1.464 7.495 15.699 0.109
C 9.862 -6.713 -5.943 -0.024
C 9.416 -5.592 -5.264 -0.088
C 8.086 -5.283 -5.034 0.003
C 7.105 -6.106 -5.627 -0.076
C 7.516 -7.215 -6.369 -0.114
C 8.831 -7.620 -6.460 0.023
C 6.457 -8.140 -6.920 -0.262
O 6.740 -9.048 -7.664 0.098
C 5.003 -8.064 -6.340 -0.019
C 4.050 -9.171 -6.591 0.000
C 2.819 -9.058 -6.103 -0.104
C 2.437 -7.915 -5.420 -0.061
C 3.336 -6.893 -5.144 -0.020
C 4.657 -6.944 -5.566 -0.086
C 5.646 -5.792 -5.326 -0.271
O 5.306 -4.798 -4.755 0.120
H 10.912 -6.952 -6.036 0.100
H 10.192 -5.054 -4.740 0.103
H 7.754 -4.413 -4.487 0.117
H 9.167 -8.502 -6.986 0.113
H 4.387 -10.039 -7.138 0.115
H 2.131 -9.887 -6.180 0.113
H 1.398 -7.819 -5.141 0.105
H 3.022 -6.139 -4.437 0.116
C -6.393 -0.845 -7.608 -0.029
C -6.452 -1.433 -8.902 -0.057
C -6.947 -0.686 -9.999 0.015
C -7.503 0.628 -9.846 -0.087
C -7.384 1.245 -8.611 -0.098
C -6.846 0.534 -7.519 0.010
C -7.845 2.686 -8.381 -0.195
O -7.594 3.304 -7.295 0.057
C -8.568 3.252 -9.605 -0.073
C -8.947 4.587 -9.691 -0.026
C -9.732 5.167 -10.691 -0.039
C -9.764 4.453 -11.903 -0.078
C -9.163 3.242 -12.015 0.004
C -8.688 2.558 -10.823 -0.068
C -8.358 1.125 -10.963 -0.289
O -8.645 0.543 -12.003 0.098
H -6.129 -1.518 -6.805 0.097
H -6.064 -2.433 -9.026 0.097
H -7.052 -1.134 -10.976 0.109
H -6.547 0.983 -6.583 0.108
H -8.738 5.310 -8.917 0.116
H -10.264 6.095 -10.544 0.107
H -10.346 4.813 -12.739 0.107
H -9.304 2.651 -12.909 0.115
C 8.050 9.818 -7.335 -0.044
C 6.834 10.538 -7.233 -0.047
C 5.621 9.914 -6.896 0.000
C 5.538 8.521 -6.911 -0.097
C 6.703 7.756 -7.131 -0.076
C 7.918 8.444 -7.306 -0.015
C 6.660 6.270 -6.999 -0.279
O 7.688 5.698 -7.171 0.127
C 5.261 5.678 -6.679 -0.064
C 5.085 4.305 -6.550 -0.025
C 3.898 3.613 -6.290 -0.065
C 2.739 4.348 -6.113 -0.061
C 2.823 5.765 -6.231 0.019
C 4.085 6.423 -6.434 -0.065
C 4.207 7.929 -6.688 -0.242
O 3.155 8.606 -6.799 0.066
H 9.032 10.268 -7.309 0.107
H 6.868 11.617 -7.236 0.099
H 4.768 10.567 -6.781 0.117
H 8.767 7.798 -7.473 0.114
H 5.973 3.751 -6.818 0.112
H 3.757 2.555 -6.128 0.106
H 1.805 3.830 -5.951 0.103
H 1.916 6.344 -6.141 0.108
C -6.456 -1.752 6.862 -0.830
O -5.240 -1.701 6.928 0.027
N -7.170 -2.295 7.745 0.169
N -7.119 -1.498 5.765 0.154
H -8.137 -2.419 7.483 0.118
H -6.793 -2.624 8.623 0.138
H -7.746 -2.289 5.773 0.102
H -6.732 -1.088 4.927 0.122
C -0.483 -2.929 -0.049 -0.069
C -1.091 -1.530 -0.358 -0.435
C -2.596 -1.660 -0.041 -0.171
C -3.163 -0.309 0.036 -0.157
C -2.309 0.716 0.952 -0.119
C -0.819 0.936 0.584 -0.464
N -0.304 -0.533 0.457 -0.118
O 1.074 -0.576 0.364 -0.019
C -0.690 1.795 -0.675 -0.033
C -0.102 1.636 1.779 -0.048
C -0.869 -1.386 -1.963 -0.023
H -1.092 -3.772 -0.376 0.082
H -0.262 -3.145 0.996 0.080
H 0.537 -2.937 -0.433 0.074
H -3.034 -2.247 -0.849 0.122
H -2.707 -2.252 0.868 0.123
H -4.108 -0.337 0.580 0.107
H -3.179 0.235 -0.908 0.101
H -2.250 0.497 2.018 0.102
H -2.813 1.672 1.095 0.111
H -0.953 2.831 -0.463 0.089
H 0.258 1.537 -1.146 0.082
H -1.367 1.452 -1.457 0.062
H -0.265 1.162 2.747 0.085
H 0.958 1.875 1.692 0.082
H -0.551 2.599 2.020 0.085
H -0.934 -2.409 -2.333 0.068
H 0.084 -0.928 -2.225 0.071
H -1.592 -0.754 -2.480 0.060
H 1.241 0.000 1.113 0.072
C -7.245 6.931 3.527 -0.070
C -8.350 7.613 2.742 -0.434
C -9.704 7.053 3.415 -0.132
C -10.844 8.029 3.056 -0.182
C -10.492 9.308 3.814 -0.137
C -9.214 10.025 3.212 -0.439
N -8.099 9.052 3.026 -0.187
O -7.071 9.537 2.347 0.012
C -9.623 10.556 1.861 -0.046
C -8.759 11.182 4.222 -0.018
C -8.280 7.171 1.240 -0.021
H -6.979 7.337 4.503 0.085
H -6.327 6.829 2.950 0.075
H -7.512 5.919 3.831 0.077
H -9.971 6.031 3.144 0.108
H -9.700 6.923 4.497 0.108
H -11.869 7.705 3.237 0.110
H -10.754 8.110 1.972 0.101
H -10.450 9.335 4.903 0.116
H -11.353 9.921 3.550 0.101
H -8.883 11.253 1.467 0.083
H -9.523 9.771 1.111 0.068
H -10.657 10.898 1.804 0.090
H -9.573 11.673 4.757 0.070
H -7.965 11.136 4.967 0.072
H -8.405 11.968 3.555 0.060
H -7.505 6.536 0.811 0.077
H -8.334 8.077 0.636 0.065
H -9.140 6.580 0.928 0.071
H -6.353 9.596 2.981 0.117
C -4.221 -10.466 5.396 -0.055
C -3.821 -10.004 4.021 -0.470
C -2.278 -9.589 4.072 -0.124
C -1.713 -9.164 2.764 -0.219
C -1.902 -10.303 1.804 -0.154
C -3.313 -10.959 1.814 -0.491
N -3.921 -11.222 3.149 -0.121
O -5.187 -11.782 3.034 0.005
C -4.214 -10.349 0.728 -0.025
C -2.983 -12.363 1.344 -0.074
C -4.709 -8.760 3.688 -0.026
H -5.297 -10.615 5.310 0.079
H -3.884 -9.819 6.205 0.091
H -3.767 -11.427 5.639 0.092
H -2.197 -8.658 4.633 0.112
H -1.648 -10.327 4.569 0.127
H -0.716 -8.732 2.674 0.118
H -2.237 -8.345 2.271 0.108
H -1.093 -11.026 1.911 0.115
H -1.657 -9.841 0.847 0.120
H -4.303 -9.270 0.860 0.066
H -3.814 -10.610 -0.251 0.089
H -5.221 -10.751 0.835 0.078
H -2.377 -12.892 2.079 0.088
H -3.828 -13.046 1.251 0.084
H -2.447 -12.311 0.397 0.086
H -4.432 -7.927 4.334 0.088
H -5.745 -8.951 3.966 0.074
H -4.775 -8.331 2.688 0.065
H -5.655 -10.969 2.830 0.077

***

# 2
23
Properties=species:S:1:pos:R:3:lowdin_charge:R:1 method="wB97M-V/def2-TZVPD" spin_multiplicity=1 homo_lumo_gap_ev="6.22 / 5.96" charge=0
Rh -0.189 -1.117 -1.720 1.084
Cl 4.962 -0.892 3.016 0.703
C 3.465 -0.996 2.167 -0.696
C 3.448 -1.103 0.794 -0.691
Cl 4.893 -1.126 -0.144 0.719
C 2.217 -1.194 0.157 -0.517
Cl 2.122 -1.396 -1.600 0.781
C 1.010 -1.156 0.788 -0.423
O -0.167 -1.226 0.138 -0.220
C 1.036 -1.042 2.178 -0.597
Cl -0.479 -0.986 3.003 0.756
C 2.241 -0.975 2.857 -0.677
Cl 2.240 -0.859 4.571 0.717
O -4.515 3.130 -1.481 0.190
C -3.645 2.319 -1.508 -0.219
C -2.122 2.597 -1.631 -0.244
O -1.572 3.657 -1.607 0.159
C -1.507 1.230 -1.786 -0.277
C -2.451 0.249 -1.706 -0.278
O -2.090 -0.992 -1.828 -0.117
C -3.818 0.786 -1.459 -0.255
O -4.819 0.174 -1.226 0.161
O -0.264 0.917 -1.972 -0.056

***

# 3
31
Properties=species:S:1:pos:R:3:lowdin_charge:R:1 method="wB97M-V/def2-TZVPD" spin_multiplicity=1 homo_lumo_gap_ev=4.00 charge=-2 e_above_lowest_kcal_mol=0.0
Cu 0.695 -0.038 0.081 -0.161
C 4.575 2.296 0.041 -0.194
C 3.140 1.784 0.082 -0.817
S 2.975 0.022 0.158 0.425
C 2.089 2.635 0.059 -0.824
C 2.294 4.135 0.014 -0.183
S 0.387 2.151 0.076 0.470
H 5.261 1.450 0.007 0.024
H 4.830 2.896 0.924 0.058
H 4.768 2.918 -0.841 0.055
H 3.346 4.425 -0.011 0.037
H 1.830 4.606 0.888 0.052
H 1.797 4.560 -0.865 0.052
Cl -5.432 -2.489 -1.453 0.485
C -4.721 -1.125 -0.530 -1.467
Cl -5.168 -1.346 1.188 0.495
Cl -5.488 0.392 -1.110 0.502
C -3.105 -0.995 -0.748 -0.849
O -2.761 -1.393 -1.867 -0.068
O -2.529 -0.519 0.226 -0.056
Br -0.047 -6.509 0.023 0.675
C -0.007 -4.609 0.004 -0.698
C 0.190 -3.937 -1.182 -0.104
C 0.181 -2.549 -1.148 -0.101
N 0.022 -1.841 -0.027 -0.033
C -0.223 -2.520 1.095 -0.104
C -0.240 -3.906 1.167 -0.109
H 0.351 -4.461 -2.113 0.097
H 0.297 -1.971 -2.054 0.124
H -0.431 -1.917 1.970 0.123
H -0.434 -4.406 2.105 0.095